No. 1
Molecular formula: C48H91N8O3S
Method: DFT, ωB97M-V/def2-TZVPD

Each line ends with the Mulliken charge.
Cartesian coordinates (Å):
C1 0.84 5.22 -1.96  1.072
C2 1.26 8.63 -3.63  0.226
H1 -3.37 7.00 -6.54  0.335
H2 -2.61 1.85 2.42  0.387
N1 -3.68 -15.13 5.64  -0.472
H3 7.11 5.86 -3.57  0.329
H4 5.40 4.78 -2.09  0.287
H5 3.96 -2.20 2.71  0.283
H6 -2.91 -16.51 9.82  0.302
H7 -1.90 -18.01 8.08  0.323
H8 0.30 -4.37 4.37  0.478
H9 -7.23 12.90 -8.53  0.277
H10 5.15 -3.04 1.72  0.357
H11 -0.36 9.94 -3.54  0.039
H12 0.73 -0.77 0.17  0.468
H13 -2.60 7.70 -5.13  0.265
H14 0.46 -1.95 3.80  0.445
N2 -0.30 -2.54 3.44  -0.122
H15 4.89 7.08 -2.92  0.321
H16 -5.57 13.88 -4.67  0.309
C3 -0.55 -1.77 -1.32  -0.788
H17 -1.08 -2.43 4.10  0.503
C4 5.13 6.89 -1.87  0.284
H18 -1.85 -1.00 -3.60  0.394
H19 5.25 -3.17 3.45  0.349
H20 -4.77 -15.60 8.54  0.277
H21 -7.25 13.32 -4.77  0.342
H22 0.02 -14.51 5.26  0.279
C5 -0.60 -13.71 4.86  -0.101
C6 -0.79 -2.00 2.11  -0.079
C7 2.81 -8.69 4.89  -0.542
N3 -2.51 11.24 -5.40  -0.508
C8 -6.26 13.51 -6.69  -0.425
H23 -1.30 -11.75 5.47  0.286
H24 2.80 5.19 0.26  0.189
H25 -0.91 7.02 -6.82  0.319
H26 -2.60 0.41 3.40  0.339
H27 1.33 -7.29 4.18  0.037
H28 -4.62 8.98 -5.86  0.323
C9 -2.68 0.78 2.38  -1.491
H29 -4.36 -17.18 7.91  0.283
H30 -0.90 1.07 1.27  0.134
O1 -0.66 -0.65 2.29  -0.420
N4 1.95 7.92 -4.21  -0.544
C10 -0.93 -0.44 -3.48  -1.035
H31 2.75 11.04 -0.78  0.364
N5 -6.52 10.09 -7.32  -0.467
C11 0.15 2.81 -2.74  0.549
H32 -0.71 -4.57 2.94  0.288
C12 1.32 -4.07 2.51  0.046
C13 0.21 4.87 -0.61  -1.067
H33 -0.12 8.97 -2.10  0.305
H34 4.24 -9.72 3.61  0.441
H35 0.48 11.37 -1.75  0.361
C14 2.21 10.20 -1.23  -1.009
H36 -2.83 -2.34 0.77  0.223
H37 -0.17 4.62 -3.79  0.409
H38 2.99 3.60 1.08  0.514
H39 6.19 5.44 -0.68  0.345
H40 3.44 -4.52 1.52  0.376
H41 -0.77 4.46 -0.78  0.271
C15 -1.14 0.96 -4.04  -0.981
C16 3.58 -9.93 4.45  -1.071
C17 1.91 -8.13 3.79  -0.061
S1 -2.53 -2.63 2.04  -0.112
H42 -0.70 -12.50 3.06  0.307
C18 -6.83 11.20 -7.40  0.328
C19 -6.25 13.20 -5.20  -1.068
H43 7.92 6.51 -2.15  0.354
H44 -1.32 -16.59 7.20  0.247
C20 -3.67 9.11 -6.36  -0.384
C21 2.66 -7.69 2.62  0.301
C22 0.09 1.88 -3.96  -1.003
H45 -8.23 12.71 -7.10  0.286
N6 3.27 -7.36 1.70  -0.504
H46 0.39 6.16 -2.27  -0.341
H47 -0.23 -2.45 -2.10  0.558
C23 -2.80 7.86 -6.19  -0.531
C24 -1.59 -16.97 8.19  -1.042
H48 4.14 -5.20 2.95  0.489
N7 6.34 8.98 -0.89  -0.492
H49 0.89 2.41 -2.06  -0.066
C25 3.65 -4.32 2.56  -0.340
C26 4.55 -3.11 2.63  -1.281
C27 5.80 8.07 -1.32  0.101
H50 -0.25 -3.59 0.70  0.480
H51 -1.10 -12.89 6.80  0.199
H52 2.93 3.70 -0.65  0.310
H53 4.18 -10.31 5.27  0.345
H54 1.26 -4.94 1.85  0.550
H55 0.07 5.78 -0.04  0.476
H56 -1.85 -0.20 0.61  -0.113
C28 2.52 4.14 0.26  -1.422
H57 3.52 -7.92 5.21  0.319
H58 7.85 4.77 -2.40  0.368
H59 4.18 6.76 -1.35  -0.180
H60 -0.69 -16.94 8.81  0.326
C29 5.98 5.63 -1.73  -0.425
H61 -0.83 2.84 -2.28  0.280
H62 -5.91 12.19 -5.00  0.264
C30 -1.52 0.23 1.55  0.576
C31 0.07 -3.97 3.39  -1.067
C32 -7.21 12.60 -7.48  -0.453
H63 2.20 -8.94 5.75  0.363
H64 -1.41 0.85 -5.09  0.357
H65 -1.51 -2.10 -0.95  0.278
C33 0.14 -2.63 1.03  -0.195
H66 -5.25 13.41 -7.09  0.291
H67 1.74 9.64 -0.42  0.290
H68 1.18 -8.89 3.48  0.327
C34 1.02 3.91 0.27  0.535
H69 0.14 2.46 -4.88  0.499
H70 0.83 2.87 0.04  -0.465
H71 1.69 11.27 -3.02  0.319
H72 -0.87 8.77 -6.60  0.316
H73 1.50 4.16 -3.71  0.322
H74 -6.56 14.54 -6.85  0.313
H75 -1.66 8.08 -8.02  0.359
H76 -0.09 -14.13 2.80  0.381
H77 0.68 4.05 1.29  0.492
O2 2.43 -4.11 3.31  -0.457
C35 0.40 9.54 -2.87  0.085
C36 -4.00 -16.15 8.02  -0.443
H78 1.40 -2.18 -0.54  0.488
H79 -2.35 -15.10 8.94  0.261
H80 -3.90 9.27 -7.42  0.331
H81 -3.64 0.54 1.94  0.375
N8 1.71 -11.57 6.35  -0.444
H82 2.96 9.56 -1.70  0.174
H83 2.89 -10.72 4.15  0.090
C37 7.29 5.70 -2.51  -1.313
O3 1.37 -2.88 1.71  -0.408
C38 -0.66 -12.55 5.86  -0.323
C39 0.48 -1.77 -0.17  -0.557
C40 1.19 10.69 -2.24  -0.571
H84 -1.48 0.20 -1.54  0.228
C41 -0.08 -13.29 3.49  -1.287
H85 0.25 0.16 -1.79  -0.013
C42 -1.49 7.94 -6.95  -1.160
C43 0.67 -12.00 6.14  0.232
C44 0.58 4.22 -3.12  -1.589
C45 -3.83 -15.57 6.69  0.299
H86 1.90 5.41 -1.91  -0.317
C46 -2.69 -16.13 8.82  -0.381
H87 -1.61 -14.11 4.75  0.181
H88 -0.08 -0.91 -3.96  0.378
H89 0.94 -12.92 3.55  0.308
H90 0.99 1.26 -3.95  0.403
H91 -1.98 1.43 -3.55  0.487
C47 -0.67 -0.38 -1.97  0.024
C48 -3.02 10.31 -5.82  0.348

Frontier orbital gap: 9.7 eV
Strongest force on any atom: 1.37 eV/Å
Charge: +1

---

No. 2
Molecular formula: C4H12NO
Method: DFT, ωB97M-V/def2-TZVPD

Each line ends with the Mulliken charge.
Cartesian coordinates (Å):
H1 -0.77 0.35 -1.56  0.328
H2 -1.85 -1.91 -1.09  0.361
H3 0.97 2.00 2.66  0.274
H4 1.60 0.06 -2.11  0.345
C1 -0.13 2.03 2.52  -0.176
H5 0.77 -1.42 0.40  0.358
H6 -1.15 -2.93 0.17  0.352
N1 1.31 0.67 -1.35  -0.325
C2 -0.03 0.19 -0.78  -0.283
C3 0.10 -1.28 -0.44  -0.319
H7 2.05 0.67 -0.65  0.350
C4 -1.27 -1.91 -0.16  -1.277
H8 -0.20 0.87 0.05  0.038
H9 0.55 -1.78 -1.31  0.369
H10 -0.50 3.04 2.27  0.286
O1 -0.87 1.09 2.54  -0.374
H11 1.24 1.61 -1.76  0.357
H12 -1.84 -1.36 0.59  0.336

Frontier orbital gap: 9.6 eV
ΔE to the lowest compared entry with this formula, charge and spin: 36.77 kcal/mol
Strongest force on any atom: 1.13 eV/Å
Charge: +1

---

No. 3
Molecular formula: C4H10O2S
Method: DFT, ωB97M-V/def2-TZVPD

Each line ends with the Mulliken charge.
Cartesian coordinates (Å):
C1 -0.59 -1.05 0.85  -0.420
H1 -0.55 -0.28 -1.16  0.611
C2 -0.95 0.04 -0.20  -1.137
H2 -1.37 2.15 -0.13  0.381
H3 -1.48 -2.99 1.94  0.132
H4 0.94 1.62 -1.29  0.390
S1 -2.10 -1.95 1.35  -0.249
H5 2.75 -1.13 -2.21  0.302
H6 0.16 -1.63 0.32  0.264
H7 -2.02 0.01 -0.44  0.469
O1 1.61 2.48 0.37  -0.470
O2 2.51 -0.96 -1.27  -0.641
H8 -0.55 1.50 1.33  0.257
C3 0.76 1.87 -0.21  -0.047
H9 1.69 -0.44 -1.29  0.258
H10 -0.23 -0.72 1.82  0.383
C4 -0.60 1.47 0.24  -0.483

Frontier orbital gap: 9.9 eV
ΔE to the lowest compared entry with this formula, charge and spin: 37.85 kcal/mol
Strongest force on any atom: 1.74 eV/Å

---

No. 4
Molecular formula: C26H46N4O2
Method: DFT, ωB97M-V/def2-TZVPD

Each line ends with the Mulliken charge.
Cartesian coordinates (Å):
H1 -1.62 1.41 -4.70  0.429
C1 1.83 -0.73 3.94  -0.623
C2 -1.62 1.77 -3.66  -0.843
H2 -4.66 -5.40 -1.64  0.392
C3 -5.91 -3.69 -1.92  -0.777
H3 -3.58 -3.21 -3.48  0.004
H4 3.90 -0.80 2.19  0.585
H5 -5.44 -4.49 -4.61  0.282
H6 2.63 -1.38 4.29  0.344
H7 0.53 -0.99 5.57  0.395
H8 -0.73 1.65 0.36  0.456
C4 1.07 -0.15 5.12  -1.081
H9 -3.87 -4.89 -5.30  0.397
N1 5.34 0.53 4.66  -0.606
C5 -0.66 1.46 -0.71  -1.376
H10 -4.05 -1.62 -1.32  0.092
N2 3.79 3.58 2.62  -0.600
H11 8.71 2.12 1.21  0.399
H12 -4.09 2.19 -4.93  0.294
C6 -4.48 -4.95 -4.39  -1.259
H13 1.50 0.34 7.17  0.437
C7 -5.10 -1.34 -1.33  -0.936
H14 -4.44 1.82 -3.24  0.062
C8 1.94 0.52 6.19  -0.369
H15 0.33 0.54 4.74  0.425
H16 -6.36 -3.80 -0.92  0.376
C9 -4.03 2.58 -3.91  -0.948
H17 -2.79 -4.72 -3.09  0.368
N3 8.16 0.40 0.20  -0.624
H18 -6.94 -1.85 -2.31  0.357
N4 2.35 0.32 3.03  -0.138
H19 6.47 2.68 2.03  0.399
C10 6.62 1.80 1.43  -0.424
H20 2.90 0.02 6.20  0.300
H21 3.15 2.33 5.89  0.233
H22 -2.88 0.14 -3.03  0.020
H23 1.71 2.58 6.85  0.348
C11 5.55 0.97 1.10  -0.387
C12 4.12 1.23 1.56  3.374
H24 1.59 2.39 5.12  0.355
H25 -2.77 1.66 -1.06  0.300
H26 -0.60 2.13 -3.47  0.296
H27 -4.68 3.46 -3.85  0.397
H28 7.34 -1.27 -0.71  0.389
H29 2.19 1.23 3.43  0.185
H30 1.13 -1.33 3.37  0.385
C13 -2.59 2.94 -3.55  -0.384
H31 -6.57 -4.22 -2.60  0.335
H32 -2.25 3.74 -4.21  0.396
H33 -2.26 0.03 -0.70  0.286
C14 3.72 0.17 2.64  -0.441
H34 5.05 -0.83 0.04  0.325
H35 -2.56 3.36 -2.54  0.233
C15 7.88 1.47 0.95  -0.439
H36 -3.92 -3.91 -1.11  0.314
H37 -4.65 -6.01 -4.17  0.294
H38 -5.16 -0.29 -1.62  0.274
H39 2.12 1.32 0.79  0.605
C16 3.13 1.20 0.41  -1.782
C17 -1.98 0.93 -1.25  -0.141
C18 7.14 -0.40 -0.10  -0.502
C19 -1.93 0.59 -2.74  -0.410
H40 -5.52 -2.08 -3.31  0.242
H41 2.33 3.69 0.10  0.345
C20 4.01 2.56 2.15  -0.469
C21 -3.77 -4.26 -3.23  -0.048
H42 3.15 0.25 -0.12  0.540
H43 0.14 0.73 -0.86  0.322
C22 4.67 0.32 3.77  0.429
O1 2.28 3.08 -0.66  -0.330
C23 5.84 -0.15 0.32  -0.551
C24 2.11 2.04 6.00  -1.135
C25 -4.53 -4.35 -1.91  -0.726
H44 -0.36 2.39 -1.19  0.201
O2 3.43 2.26 -0.49  -0.306
H45 -1.17 -0.18 -2.90  0.416
C26 -5.90 -2.21 -2.29  -0.383
H46 -5.49 -1.42 -0.31  0.403

Frontier orbital gap: 10.4 eV
Strongest force on any atom: 1.32 eV/Å

---

No. 5
Molecular formula: C31H22CrF5I2NO4PS3
Method: DFT, ωB97M-V/def2-TZVPD

Each line ends with the Mulliken charge.
Cartesian coordinates (Å):
H1 1.54 3.12 0.17  0.574
H2 -2.65 7.08 1.11  0.352
C1 -3.93 -0.69 2.26  -0.168
H3 -0.51 -5.91 -3.05  0.367
C2 -1.01 -2.64 -3.75  -0.425
C3 -2.95 0.18 1.79  0.009
C4 -2.17 -1.43 0.31  0.370
F1 -4.96 -2.81 2.16  -0.347
H4 -2.31 -4.34 -3.69  0.355
C5 0.98 3.85 3.90  -0.650
H5 -1.10 3.46 3.50  0.417
F2 -3.19 -3.57 0.23  -0.322
H6 1.92 -3.11 -0.49  0.602
F3 -2.91 1.36 2.45  -0.337
C6 2.27 3.89 3.39  -0.463
H7 3.46 3.67 1.62  0.382
C7 -4.02 -1.96 1.72  0.850
H8 2.83 -4.31 1.46  0.426
C8 -3.13 -2.33 0.74  -0.277
S1 4.01 -2.84 -4.75  -0.648
H9 0.80 4.06 4.95  0.338
O1 -0.95 1.88 -3.98  -0.729
Cr1 -0.83 1.24 -0.28  -0.814
H10 2.12 0.90 2.63  0.256
C9 -0.29 -4.86 -3.20  -0.613
C10 2.47 3.62 2.05  -0.715
H11 -0.81 5.48 1.24  0.398
H12 -1.80 -1.94 -4.01  0.350
H13 5.52 -3.79 -2.65  0.314
H14 1.79 -5.08 -2.74  0.377
O2 0.32 2.23 -1.85  -0.541
C11 1.69 -0.06 2.36  -0.889
S2 2.89 -0.47 -2.56  -0.581
C12 -2.06 -0.12 0.78  0.903
P1 3.00 -2.39 -3.10  1.096
C13 4.71 -4.74 0.51  -0.385
F4 -4.77 -0.32 3.24  -0.347
S3 -0.85 1.64 -2.58  1.170
H15 -5.35 3.89 0.18  0.373
C14 -3.32 3.34 0.52  -0.042
C15 3.43 -4.20 0.56  -0.898
I1 1.60 -0.13 0.24  0.218
I2 0.00 -0.34 3.62  -0.050
H16 6.47 -5.01 -0.69  0.355
N1 -0.97 2.84 0.91  0.868
C16 2.92 -3.52 -0.53  -0.197
C17 1.40 3.29 1.23  -0.393
O3 -2.01 2.14 -1.72  -0.591
C18 4.95 -3.91 -1.74  -0.426
C19 1.30 -3.04 -3.21  -0.063
C20 -2.86 6.03 0.95  -0.600
C21 5.47 -4.59 -0.64  -0.528
C22 1.01 -4.39 -3.03  -0.155
F5 -1.31 -1.91 -0.60  0.077
O4 -0.82 0.20 -2.12  -0.002
C23 0.28 -2.17 -3.58  -0.350
H17 2.37 -0.87 2.61  0.617
H18 5.11 -5.27 1.36  0.352
C24 -1.81 5.12 1.03  -0.526
C25 0.10 3.21 1.74  -0.364
C26 -4.36 4.25 0.43  -1.014
H19 -4.96 6.31 0.58  0.365
C27 -0.09 3.51 3.09  0.192
H20 -3.52 2.29 0.33  0.180
C28 -4.15 5.60 0.65  -0.522
C29 -2.02 3.75 0.84  0.442
C30 3.68 -3.36 -1.69  -0.191
H21 3.11 4.14 4.03  0.343
C31 -1.30 -3.98 -3.57  -0.430
H22 0.50 -1.12 -3.67  0.302

⟨S²⟩: 3.79
Frontier orbital gap (alpha / beta): 6.2 / 6.2 eV
ΔE to the lowest compared entry with this formula, charge and spin: 19.77 kcal/mol
Strongest force on any atom: 0.80 eV/Å
Spin multiplicity: 4
Charge: -2

---

No. 6
Molecular formula: C4H9NO
Method: DFT, ωB97M-V/def2-TZVPD

Each line ends with the Mulliken charge.
Cartesian coordinates (Å):
H1 -0.45 -0.46 -1.14  0.407
C1 0.09 -0.09 -0.27  -0.281
H2 0.05 1.56 -2.12  0.261
H3 -2.33 2.23 1.30  0.314
H4 1.51 -0.46 1.23  0.347
O1 -2.61 1.31 1.14  -0.661
C2 0.08 2.00 -1.13  -0.295
H5 -1.75 0.87 1.27  0.348
H6 1.51 -2.88 1.01  0.337
H7 0.12 -2.83 -0.07  0.328
N1 0.03 1.33 -0.07  -0.462
C3 1.06 -2.34 0.18  -1.121
H8 0.15 3.08 -1.05  0.262
C4 0.89 -0.87 0.44  -0.053
H9 1.66 -2.46 -0.72  0.266

Frontier orbital gap: 10.2 eV
ΔE to the lowest compared entry with this formula, charge and spin: 53.34 kcal/mol
Strongest force on any atom: 1.01 eV/Å

---

No. 7
Molecular formula: C36H28Cl2FeN6O2S2
Method: DFT, ωB97M-V/def2-TZVPD

Each line ends with the Mulliken charge.
Cartesian coordinates (Å):
C1 -0.63 -2.37 -4.98  -0.558
C2 -1.80 3.34 -0.14  -0.708
H1 2.78 0.41 4.10  0.442
C3 -1.45 -4.95 -0.99  -1.426
C4 -1.33 -5.99 0.10  0.588
C5 -0.80 1.73 1.80  -0.177
Fe1 0.15 -0.33 -0.23  -0.245
C6 2.19 -4.36 -2.22  -0.928
H2 -2.36 4.70 1.43  0.419
C7 -0.05 -1.72 -2.74  -0.443
C8 5.65 -3.50 0.98  -0.774
H3 5.35 -3.82 1.97  0.440
C9 1.37 -2.19 1.71  0.432
C10 1.99 -2.63 2.87  -0.780
H4 -1.29 -7.64 -1.27  0.357
N1 2.67 -2.97 -2.07  0.720
C11 0.02 -2.96 -0.50  0.806
H5 -1.48 3.18 3.21  0.424
C12 -1.40 2.92 2.17  -0.938
S1 -1.38 -2.12 0.27  -0.413
N2 -0.26 -4.15 -1.24  0.975
H6 -1.69 -5.45 -1.93  0.524
H7 -1.64 0.80 -4.35  0.705
C13 -0.64 -0.47 -2.94  -0.294
C14 -1.19 -1.12 -5.19  0.402
H8 1.13 -5.71 -0.94  0.604
H9 6.70 -2.39 -2.55  0.426
N3 1.21 -0.89 1.43  0.623
C15 -1.89 3.76 1.17  -0.326
C16 2.04 -1.89 -1.62  0.180
C17 6.98 -3.23 0.71  -0.506
C18 7.36 -2.83 -0.56  -0.566
H10 -1.06 -9.35 0.49  0.382
N4 0.62 -1.94 -1.44  0.410
H11 1.69 1.03 1.97  0.839
H12 -0.44 1.04 2.55  0.670
C19 1.76 0.00 2.27  -0.577
H13 3.66 -3.60 0.21  0.404
C20 -1.25 -7.34 -0.23  -0.410
H14 2.95 -2.03 4.69  0.471
H15 2.26 -4.55 -3.30  0.414
C21 2.48 -1.71 3.77  -0.635
O1 -1.68 2.25 -2.74  -0.809
Cl1 -1.90 -0.71 -6.72  -0.218
H16 2.09 -3.70 3.03  0.643
C22 -1.12 -8.31 0.76  -0.657
C23 -1.17 -6.59 2.43  -0.935
C24 -0.06 -2.66 -3.75  -0.066
C25 2.38 -0.36 3.45  -1.128
H17 -2.20 3.91 -0.97  0.518
N5 -0.63 0.37 -1.85  0.504
H18 8.40 -2.61 -0.78  0.379
C26 0.86 -4.98 -1.70  -1.587
C27 6.41 -2.71 -1.56  -0.781
C28 -1.20 -0.17 -4.19  -0.803
H19 -1.15 -6.29 3.47  0.426
H20 4.20 -1.86 -2.90  0.708
H21 7.73 -3.32 1.49  0.390
Cl2 -0.62 -3.59 -6.21  -0.246
N6 -0.66 1.35 0.53  0.019
C29 4.70 -3.38 -0.02  0.304
H22 2.98 -4.96 -1.76  0.667
H23 -2.26 -4.26 -0.77  0.623
H24 0.34 -3.64 -3.63  0.170
C30 -1.30 -5.63 1.44  0.188
H25 0.47 -5.56 -2.54  0.532
C31 -1.19 1.59 -1.83  0.367
H26 -0.98 -8.68 2.87  0.391
C32 -1.19 2.13 -0.42  0.559
O2 1.55 -4.31 0.80  -0.648
S2 2.75 -0.42 -1.27  -0.310
H27 -1.39 -4.58 1.71  0.471
C33 5.07 -2.98 -1.30  0.863
C34 4.08 -2.83 -2.43  -2.226
C35 1.02 -3.23 0.68  -0.382
C36 -1.08 -7.93 2.09  -0.461
H28 4.28 -3.59 -3.19  0.585

Frontier orbital gap (alpha / beta): 6.8 / 7.0 eV
ΔE to the lowest compared entry with this formula, charge and spin: 40.11 kcal/mol
Strongest force on any atom: 0.59 eV/Å

---

No. 8
Molecular formula: C4H9NS
Method: DFT, ωB97M-V/def2-TZVPD

Each line ends with the Mulliken charge.
Cartesian coordinates (Å):
H1 -0.18 -2.53 0.03  0.268
C1 -1.06 1.32 0.54  -1.122
H2 -1.52 -1.66 0.60  0.377
H3 -1.67 2.20 0.46  0.348
C2 -0.72 0.74 -0.76  0.121
N1 2.15 1.17 -0.27  -0.228
C3 -0.59 -1.53 0.26  -1.064
H4 4.05 -0.41 -0.02  0.110
H5 -0.50 1.46 -1.62  0.305
C4 -0.44 -0.55 -0.87  -0.420
H6 0.06 -1.04 0.93  0.270
H7 -0.27 -1.08 -1.80  0.357
H8 -1.64 0.57 1.03  0.323
H9 -0.23 1.47 1.20  0.242
S1 2.55 -0.13 0.30  0.113

Frontier orbital gap: 7.9 eV
ΔE to the lowest compared entry with this formula, charge and spin: 106.03 kcal/mol
Strongest force on any atom: 4.04 eV/Å